Here is a molecular structure, C15H24N4O2S at a distorted geometry from the Open Molecules 2025 dataset. Energies are from ωB97M-V/def2-TZVPD.

Summary:
multiplicity: 1
charge: 0
gap between HOMO and LUMO: 9.094 eV
largest force on an atom: 19.01 eV/Å
HOMO energy: -0.313 Eh

Element x y z (Å)
C: 1.42 -3.11 5.62
C: 1.16 -3.30 4.18
N: 0.28 -4.12 3.71
N: 0.18 -4.30 2.55
C: 1.12 -3.52 2.06
N: 1.12 -3.72 0.63
C: 1.92 -3.01 0.00
O: 3.01 -2.20 0.48
C: 2.12 -3.00 -1.62
H: 1.09 -3.47 -1.93
H: 2.97 -3.68 -2.12
C: 2.19 -1.64 -2.22
C: 0.89 -0.65 -1.44
O: 0.15 -1.31 -0.82
N: 0.81 0.50 -2.08
H: 1.32 0.67 -2.70
C: -0.35 1.50 -1.48
C: 0.22 1.87 -0.18
H: 1.27 2.57 -0.54
C: -0.74 2.64 0.58
C: -0.99 4.11 0.10
H: -1.71 4.40 0.80
H: -0.19 4.62 -0.22
C: -2.03 3.94 -1.25
H: -1.02 4.03 -2.20
C: -3.06 3.11 -1.31
C: -2.81 1.89 -1.93
H: -2.39 2.10 -3.24
H: -3.74 1.12 -2.11
C: -1.74 0.87 -1.55
H: -1.81 0.52 -0.64
H: -1.56 0.02 -2.13
H: -3.33 2.75 -0.28
H: -3.96 3.55 -1.57
H: -2.39 5.09 -1.23
H: -1.53 2.08 0.63
H: -0.03 3.02 1.58
H: 0.35 0.89 0.28
H: -0.19 2.21 -2.35
H: 2.97 -1.27 -1.98
H: 1.76 -1.58 -3.29
H: 0.30 -4.42 0.02
S: 2.14 -2.82 2.99
H: 1.38 -2.03 5.97
H: 0.93 -3.69 6.32
H: 2.46 -3.26 5.89